# 1
The following is a DFT calculation (wB97M-V/def2-TZVPD) of a cluster of 2 separate species, C7H10FN2 in total in a non-equilibrium geometry.

Output
* gap between HOMO and LUMO (spin up / spin down): 8.6 / 8.0 eV
* relative energy (zero: lowest compared OMol25 entry of this formula, charge and spin): 3.2292 eV
* calculated total energy: -481.68080 a.u.
* HOMO level (spin up / spin down): -13.31 / -12.29 eV
* charge: +1

The geometry in XYZ format:
```
20
C7H10FN2 | the Open Molecules 2025 dataset | wB97M-V/def2-TZVPD
F -1.760 -1.503 -0.007
N -0.111 0.013 -0.176
N 1.980 -0.149 0.274
C 0.447 1.261 -0.428
C 0.849 -0.792 0.230
C -1.535 -0.205 -0.239
C 1.819 1.116 -0.220
C -2.575 0.666 0.259
C -3.824 0.168 0.433
C 3.288 -0.843 0.264
H 2.687 1.734 -0.117
H -4.111 -0.905 0.105
H 3.045 -1.638 1.054
H -4.576 0.788 0.992
H -1.566 -0.219 -2.299
H -0.039 2.061 -0.977
H 3.332 -1.302 -0.770
H 0.721 -1.802 0.695
H 4.148 -0.085 0.414
H -2.217 1.634 0.512
```

Atomic partial charges in e from the Löwdin method, atoms 1 to 8: 0.066 0.006 -0.133 0.023 -0.044 -0.321 0.025 -0.120



# 2
The following is a DFT calculation (wB97M-V/def2-TZVPD) of a structure of composition C23H46Br4O9 in a non-equilibrium geometry.

Output
* gap between HOMO and LUMO: 5.3 eV
* relative energy (zero: lowest compared OMol25 entry of this formula, charge and spin): 46.2915 eV
* calculated total energy: -11875.51657 a.u.
* HOMO level: -5.46 eV

The geometry in XYZ format:
```
82
C23H46Br4O9 | the Open Molecules 2025 dataset | wB97M-V/def2-TZVPD
Br 0.468 -1.853 3.328
Br -1.603 2.373 2.480
Br 2.207 5.976 3.112
Br 1.246 1.727 1.530
O 0.527 -5.150 1.835
O -0.081 -3.516 -1.660
O -1.568 -3.377 -3.459
O 0.477 -0.723 0.075
O 1.519 0.578 -1.821
O -3.417 1.090 -0.081
O 2.434 -1.618 -0.575
O 0.346 2.487 -2.360
O -3.035 3.340 -0.057
C 1.519 -2.587 -3.327
C 2.429 -0.171 1.322
C -4.823 4.142 1.368
C 0.881 1.739 -1.575
C -0.431 -1.215 -0.980
C 1.684 -3.559 3.205
C -2.659 2.037 -0.183
C -1.330 -3.305 -2.231
C -0.526 1.001 3.316
C -1.672 -0.384 -0.929
C -0.526 -0.273 2.470
C 0.927 2.189 -0.093
C 0.968 -3.804 -2.511
C -4.422 3.671 -0.048
C -2.377 -2.813 -1.272
C 0.920 -3.994 1.936
C 1.793 -0.872 0.129
C 1.504 -0.022 -3.109
C 2.838 -0.732 -3.438
C -1.168 1.800 -0.377
C 2.296 3.313 2.056
C 0.575 -2.915 0.888
C 1.330 4.451 2.193
H 2.461 -2.858 2.900
H 1.884 2.302 0.415
H 3.666 -0.038 -3.584
H 1.791 -0.384 2.179
H 2.074 -4.405 3.771
H -2.888 -1.995 -1.781
H 0.969 -2.986 3.794
H -0.728 2.789 -0.251
H 0.100 -1.098 -1.924
H -1.885 -2.395 -0.393
H 2.863 -1.277 -4.382
H 1.764 -1.725 -2.707
H -5.715 4.768 1.385
H 0.444 3.158 0.032
H -1.073 1.339 -1.360
H -0.762 1.149 0.397
H -4.497 4.500 -0.752
H -0.142 -0.127 1.460
H -3.128 -3.582 -1.092
H 0.463 1.427 3.479
H 3.454 -0.507 1.477
H -1.480 0.684 -1.034
H 0.719 -4.521 -3.294
H 3.046 3.493 1.285
H -4.087 4.740 1.905
H -0.598 -2.257 -0.706
H -2.079 -0.567 0.066
H 0.766 -0.791 -2.880
H -0.242 -2.279 1.229
H 3.142 -1.471 -2.697
H 1.828 -4.248 -2.011
H 2.394 -2.808 -3.939
H 1.456 -2.293 0.732
H 2.929 3.109 2.919
H 0.996 4.864 1.241
H -0.884 0.867 4.337
H 0.405 1.426 0.485
H 2.406 0.915 1.236
H 0.371 -3.359 -0.087
H -1.545 -0.592 2.249
H 0.422 4.176 2.729
H 1.269 0.729 -3.863
H -5.123 2.893 -0.351
H -4.995 3.303 2.042
H -2.304 -0.812 -1.707
H 0.819 -2.286 -4.106
```

Atomic partial charges in e from the Löwdin method, atoms 1 to 8: 1.188 0.963 0.554 1.306 0.082 -0.130 0.099 -0.179



# 3
The following is a DFT calculation (wB97M-V/def2-TZVPD) of a cluster of 2 separate species, C28H49ClF5INO2S in total in a non-equilibrium geometry.

Output
* gap between HOMO and LUMO: 8.7 eV
* calculated total energy: -2956.63542 a.u.
* HOMO level: -11.38 eV
* charge: +1

The geometry in XYZ format:
```
88
C28H49ClF5INO2S | the Open Molecules 2025 dataset | wB97M-V/def2-TZVPD
I -6.434 -0.596 -1.584
Cl -2.850 -2.769 3.733
S -3.549 3.154 1.029
F 2.143 -2.402 2.792
F 2.603 -2.503 -0.666
F 2.517 -4.332 0.564
F 4.054 -2.834 1.898
F 3.016 -1.001 1.389
O 1.247 -2.791 -5.460
O 1.961 1.188 -2.438
N -2.149 -0.291 1.031
C 2.147 2.761 -0.527
C 1.667 -3.999 -4.853
C 1.169 4.091 3.726
C 2.869 -2.297 1.661
C 0.276 1.722 0.811
C -1.670 -0.443 4.574
C -2.278 0.423 -1.458
C 3.457 -2.149 -6.348
C 0.842 3.023 0.250
C -0.929 2.912 2.706
C 3.562 3.748 2.612
C -1.418 -1.538 0.573
C 0.628 -2.957 0.522
C -3.396 -0.452 -2.038
C -2.574 0.769 -0.001
C -1.608 0.529 2.202
C 0.287 2.818 3.661
C 2.226 -1.767 -5.547
C -2.114 2.142 0.548
C -4.655 0.377 -2.305
C 0.093 -1.522 0.415
C 2.139 -3.030 0.499
C 2.112 -3.832 -3.411
C 2.487 3.896 3.101
C 1.980 2.572 -2.035
C -0.884 -0.288 3.270
C -1.037 1.842 1.617
C -3.015 -1.129 4.415
H 1.330 4.368 4.770
H 2.809 3.027 -2.572
H 0.939 1.984 3.409
H 2.454 -4.482 -5.442
H 3.175 -2.481 -7.347
H -0.666 -1.294 2.907
H 1.045 0.906 -2.503
H 4.026 -2.949 -5.873
H 0.302 -3.541 -0.341
H -4.833 0.538 -3.363
H 4.118 -1.287 -6.442
H 2.337 -4.803 -2.967
H 2.849 3.575 -0.342
H 0.137 3.494 -0.439
H -1.684 -2.292 1.314
H -3.662 0.781 0.077
H 3.006 -3.215 -3.323
H 0.096 1.066 -0.041
H -3.028 -0.684 1.363
H -2.239 1.374 -1.996
H 0.370 -1.152 -0.572
H -0.081 2.611 4.667
H -3.691 -0.584 3.752
H -1.856 0.535 5.029
H -4.654 1.329 -1.779
H -1.894 -1.837 -0.359
H 1.064 1.244 1.393
H -1.059 -1.037 5.257
H -1.302 -0.044 -1.600
H 1.058 3.043 -2.388
H -0.947 3.893 2.231
H 1.318 -3.356 -2.831
H 0.082 0.153 3.495
H 2.613 1.844 -0.163
H -3.631 -1.246 -1.327
H -4.242 2.218 1.689
H -3.528 -1.217 5.370
H 1.713 -0.937 -6.034
H 0.666 4.936 3.252
H -1.695 2.735 -0.260
H 0.281 -3.451 1.432
H -2.530 0.890 2.675
H 1.039 3.741 1.043
H 2.513 -1.420 -4.547
H 0.554 -0.908 1.171
H 0.794 -4.651 -4.899
H 4.527 3.617 2.166
H -3.076 -0.950 -2.953
H -1.838 2.874 3.312
```

Atomic partial charges in e from the Löwdin method, atoms 1 to 8: 0.776 0.622 0.862 0.155 0.120 0.131 0.201 0.172



# 4
The following is a DFT calculation (wB97M-V/def2-TZVPD) of a structure of composition C34H46AsN8O11PReS2.

Output
* gap between HOMO and LUMO (spin up / spin down): 5.4 / 5.8 eV
* relative energy (zero: lowest compared OMol25 entry of this formula, charge and spin): 0.0000 eV
* calculated total energy: -6040.81999 a.u.
* HOMO level (spin up / spin down): -7.91 / -7.90 eV
* 2S+1: 2

The geometry in XYZ format:
```
104
C34H46AsN8O11PReS2 | the Open Molecules 2025 dataset | wB97M-V/def2-TZVPD
Re -0.046 -0.288 -0.281
As -0.037 2.854 0.807
S 2.761 0.082 3.021
S -0.073 2.300 -2.614
P 2.343 -0.668 -0.500
O -0.250 3.471 2.287
O -0.024 1.083 0.998
O -1.065 -3.876 -1.728
O 0.930 3.339 -2.640
O -5.219 1.286 -3.704
O -1.186 -5.111 4.678
O 1.486 3.296 0.137
O -0.312 -1.781 -1.496
O 0.425 1.232 -1.670
O -0.515 1.749 -3.861
O -2.240 -6.051 2.895
N -0.460 -1.819 1.056
N 4.620 -2.116 -0.271
N -2.201 -0.042 -0.556
N -3.870 -0.347 -4.520
N 1.523 2.035 4.329
N 4.848 0.239 -0.922
N 4.037 -1.401 -2.538
N 3.115 0.910 5.525
C 2.623 -1.185 -2.272
C -3.086 -0.112 0.449
C -0.753 -2.974 -1.009
C 4.817 -0.183 -2.320
C 3.277 -2.042 0.300
C -4.449 -0.081 0.225
C 0.161 2.201 6.394
C -3.383 1.339 -6.275
C -4.913 0.028 -1.076
C -3.094 -1.575 -4.346
C 5.351 -0.859 -0.092
C -1.160 -3.997 2.620
C 1.112 2.894 5.426
C -4.435 0.361 -3.526
C -1.477 3.223 -0.406
C -1.578 -5.199 3.505
C 4.101 -0.132 5.786
C -1.174 -4.090 1.228
C -1.493 2.959 -1.778
C -3.770 3.704 -1.900
C -2.610 3.742 0.207
C 4.590 -2.459 -1.691
C -2.651 0.040 -1.813
C -0.438 -1.716 2.391
C 3.467 -1.452 6.195
C -3.995 0.079 -2.116
C -2.632 3.202 -2.524
C 3.557 0.730 -0.469
C -0.805 -2.995 0.485
C -0.773 -2.793 3.190
C -3.756 3.979 -0.545
C -1.650 -1.450 -4.815
C 2.449 1.068 4.371
C -4.153 0.083 -5.892
H 5.616 -2.645 -2.014
H 2.737 -2.973 0.102
H 6.393 -1.035 -0.363
H -3.739 2.191 -5.698
H -1.906 0.104 -2.596
H -3.605 -2.365 -4.903
H -5.127 -0.135 1.064
H 1.103 2.225 3.432
H 4.701 -0.257 4.887
H -0.121 -0.760 2.789
H -5.971 0.089 -1.294
H 0.622 1.323 6.849
H 2.837 -1.832 5.393
H 2.898 1.535 6.283
H 4.009 -3.372 -1.828
H -5.225 0.256 -5.984
H 2.856 -1.332 7.091
H -2.315 1.216 -6.091
H -2.583 3.953 1.269
H 0.635 3.755 4.961
H 4.408 0.623 -2.930
H 5.299 -0.564 0.957
H 3.618 1.141 0.538
H -4.640 4.373 -0.062
H 4.752 0.246 6.576
H -0.737 1.873 5.871
H -3.887 -0.747 -6.545
H -3.125 -1.873 -3.300
H 2.232 -0.402 -2.924
H 2.057 -2.098 -2.463
H 5.843 -0.379 -2.636
H -4.667 3.859 -2.484
H -0.727 -2.727 4.269
H 1.991 3.284 5.951
H -2.674 -0.185 1.447
H 3.184 1.502 -1.143
H -1.580 -1.445 -5.903
H -3.530 1.560 -7.333
H -1.486 -5.010 0.753
H -1.191 -0.530 -4.446
H -1.073 -2.295 -4.439
H 4.240 -2.191 6.408
H -2.635 2.972 -3.581
H -0.136 2.883 7.191
H 3.329 -1.909 1.380
H 1.458 3.384 -0.841
```

Atomic partial charges in e from the Löwdin method, atoms 1 to 8: 1.473 0.981 0.664 0.511 0.954 -0.407 -0.564 0.150